Record 1
ORCA calculation (ωB97M-V/def2-TZVPD) on a 3-piece molecular cluster, H6O3 overall.

Geometry as XYZ:
```
9
Properties=species:S:1:pos:R:3:forces:R:3
O -0.998835 -3.117733 1.080265 0.108 -0.105 -0.050
H -1.613380 -2.385497 1.170277 0.051 0.081 0.076
H -0.134878 -2.772839 1.333379 -0.160 0.037 -0.024
O -0.470954 0.348370 -1.762012 -0.148 -0.291 -0.350
H -0.330344 -0.046130 -2.636063 0.115 0.208 0.270
H -1.295468 -0.063488 -1.478162 0.072 0.107 0.116
O 1.744631 2.539159 1.101953 0.005 -0.065 0.021
H 1.400445 2.036625 0.355582 -0.019 0.060 -0.011
H 1.698783 3.461533 0.834780 -0.024 -0.033 -0.049
```
Forces are in eV/Å.

Values from the calculation:
* gap between HOMO and LUMO: 11.909 eV
* E_HOMO: -11.43 eV
* lowest unoccupied orbital energy: 0.479 eV
* SMILES string: O.O.O

Atom charges from the natural (NBO) analysis, given in e for atoms 1 to 4: -0.94, 0.47, 0.47, -0.94


Record 2
ORCA calculation (ωB97M-V/def2-TZVPD) on a 3-piece molecular cluster, H6O3 overall.

Geometry as XYZ:
```
9
Properties=species:S:1:pos:R:3:forces:R:3
O -1.350722 1.475824 1.047016 -0.529 0.293 0.057
H -1.098652 0.571604 0.859726 0.207 -0.010 -0.045
H -0.551162 1.883954 1.379246 0.172 0.048 0.042
O 0.412948 -0.678296 0.608406 0.003 -0.135 0.146
H 0.003678 -1.449986 0.999856 -0.185 -0.301 0.091
H 1.350058 -0.800476 0.760486 0.356 0.077 0.032
O 0.459448 -0.020876 -2.113084 0.126 0.266 -0.523
H 0.351998 -0.042236 -1.162174 -0.132 -0.067 0.288
H 0.422408 -0.939516 -2.379474 -0.017 -0.170 -0.088
```
Forces are in eV/Å.

Values from the calculation:
* gap between HOMO and LUMO: 11.209 eV
* E_HOMO: -11.03 eV
* lowest unoccupied orbital energy: 0.175 eV
* SMILES string: O.O.O

Atom charges from the natural (NBO) analysis, given in e for atoms 1 to 4: -0.94, 0.47, 0.46, -0.96


Record 3
ORCA calculation (ωB97M-V/def2-TZVPD) on a 3-piece molecular cluster, H6O3 overall.

Geometry as XYZ:
```
9
Properties=species:S:1:pos:R:3:forces:R:3
O 0.433777 -0.006215 -0.654227 -0.569 -1.650 -0.792
H 0.239314 0.417395 0.181814 0.004 0.834 0.897
H 1.061328 0.578397 -1.079244 0.380 0.416 -0.457
O -1.066932 -2.173678 -1.698409 -0.412 -0.440 -1.420
H -0.420954 -1.555476 -1.356695 1.793 1.769 0.584
H -1.534773 -2.484786 -0.923443 -0.986 -0.709 1.051
O 0.395017 1.880164 1.479899 -0.191 -0.496 -0.658
H 1.082075 2.072793 2.117922 0.348 0.146 0.197
H -0.188851 1.271405 1.932383 -0.367 0.131 0.596
```
Forces are in eV/Å.

Values from the calculation:
* net charge: +1
* gap between HOMO and LUMO (spin up / spin down): 12.035 / 4.290 eV
* E_HOMO (spin up / spin down): -16.22 / -16.16 eV
* lowest unoccupied orbital energy (spin up / spin down): -4.184 / -11.867 eV
* spin multiplicity: 2

Atom charges from the natural (NBO) analysis, given in e for atoms 1 to 4: -0.81, 0.52, 0.52, -0.28


Calculated values (eV) of E for the records, taken in order: -6239.6762 -6239.7540 -6228.5561.